# 1
Below is C3H4NaO as an isolated structure, with properties calculated with the ωB97M-V functional and the def2-TZVPD basis.

Cartesian coordinates (Å):
C -1.691 0.527 0.602
C -1.597 -0.691 -0.305
C -1.507 0.758 -0.721
H -2.426 0.826 1.351
H -1.679 -1.320 -1.203
H -1.208 -1.529 0.293
H -1.114 1.428 -1.482
O 0.586 0.443 1.231
Na 1.603 -0.508 -0.446

**Kohn-Sham gap (alpha / beta)**: 0.21377 / 0.21625 hartree
**Multiplicity**: 2

Atomic partial charges in e from the Löwdin method, atoms 1 to 8: C -0.091; C -0.289; C -0.057; H 0.101; H 0.062; H 0.058; H 0.090; O -0.555

# 2
Below is C27H35NO6OsS2Si as an isolated structure, with properties calculated with the ωB97M-V functional and the def2-TZVPD basis.

Cartesian coordinates (Å):
Os 0.156 0.059 -0.177
N -0.729 -1.931 0.569
C -0.324 -2.571 1.803
C -1.290 -3.377 2.398
C -1.059 -4.010 3.602
C 0.169 -3.821 4.218
C 1.124 -3.020 3.621
C 0.924 -2.363 2.397
C 2.021 -1.518 1.815
C 3.324 -1.699 2.292
C 4.418 -1.047 1.749
C 4.254 -0.206 0.661
C 2.977 0.000 0.178
C 1.839 -0.591 0.762
H -0.597 -2.522 -0.251
H -1.734 -1.785 0.592
H -2.242 -3.500 1.895
H -1.823 -4.628 4.052
H 0.388 -4.290 5.168
H 2.045 -2.885 4.161
H 3.526 -2.398 3.085
H 5.403 -1.232 2.158
H 5.101 0.269 0.185
H 2.856 0.628 -0.696
O 0.929 -0.591 -2.040
S 1.088 0.562 -3.012
O 2.274 0.426 -3.802
O 0.947 1.803 -2.267
C -0.295 0.433 -4.137
C 0.024 0.717 -5.459
C -0.959 0.730 -6.435
C -2.271 0.461 -6.097
C -2.603 0.168 -4.785
C -1.624 0.143 -3.799
S -2.220 -0.363 -2.195
O -3.639 -0.167 -2.184
O -1.557 0.598 -1.215
O -1.760 -1.712 -1.952
H 1.055 0.924 -5.706
H -0.689 0.954 -7.458
H -3.046 0.473 -6.852
H -3.624 -0.047 -4.505
C -1.341 3.279 0.070
Si -0.208 2.258 1.153
C 1.358 3.303 1.501
C 2.164 3.486 0.210
C 2.244 2.682 2.587
C 0.932 4.711 1.956
C -1.202 1.678 2.691
C -1.528 2.866 3.606
C -2.526 1.074 2.196
C -0.464 0.616 3.513
H -1.664 4.180 0.598
H -2.222 2.718 -0.230
H -0.817 3.580 -0.838
H 2.561 2.550 -0.169
H 3.009 4.154 0.409
H 1.566 3.929 -0.587
H 2.502 1.643 2.369
H 1.758 2.716 3.564
H 3.179 3.246 2.668
H 0.351 5.222 1.187
H 1.832 5.307 2.136
H 0.352 4.706 2.880
H -1.984 3.698 3.065
H -0.638 3.234 4.120
H -2.238 2.547 4.377
H -3.188 1.830 1.776
H -3.047 0.597 3.032
H -2.373 0.315 1.421
H 0.497 0.968 3.888
H -0.280 -0.286 2.927
H -1.074 0.326 4.375

**Kohn-Sham gap (alpha / beta)**: 0.30489 / 0.26403 hartree
**Multiplicity**: 5
**Relative energy (zero: lowest compared OMol25 entry of this formula, charge and spin)**: 0.9 kJ/mol

Atomic partial charges in e from the Löwdin method, atoms 1 to 8: Os 1.579; N -0.001; C -0.238; C -0.025; C -0.069; C -0.068; C -0.026; C -0.127

# 3
Below is a 7-piece molecular cluster, C28H48N6O2S overall, with properties calculated with the ωB97M-V functional and the def2-TZVPD basis.

Cartesian coordinates (Å):
O -3.851 0.292 0.582
S -2.853 0.699 1.554
O -2.709 0.112 2.865
C -1.117 0.599 0.818
C -0.972 2.015 0.116
C -2.029 3.032 0.443
C -2.785 2.565 1.760
H -0.973 -0.402 0.410
H -0.350 0.623 1.591
H -0.031 2.512 0.353
H -0.971 1.757 -0.943
H -2.736 3.017 -0.386
H -1.607 4.034 0.368
H -3.718 3.091 1.962
H -2.097 2.686 2.597
C 0.127 4.607 4.176
C 0.902 4.231 5.301
C 1.808 3.260 4.863
N 1.607 3.150 3.475
C 0.587 3.911 3.076
H -0.671 5.329 4.259
H 0.873 4.698 6.275
H 2.603 2.722 5.357
H 2.119 2.530 2.863
H 0.419 3.994 2.012
C -2.560 -6.420 -0.883
C -3.371 -6.007 0.378
C -2.679 -5.046 1.412
C -2.039 -3.914 0.760
N -1.486 -3.020 0.226
H -1.970 -7.337 -0.888
H -1.884 -5.590 -1.087
H -3.170 -6.377 -1.785
H -3.780 -6.880 0.885
H -4.242 -5.463 0.010
H -1.937 -5.738 1.809
H -3.408 -4.758 2.170
C -0.885 -2.920 -4.347
C -0.596 -1.741 -3.283
C 0.531 -2.209 -2.336
C 1.836 -2.316 -2.957
N 2.960 -2.364 -3.388
H -1.056 -3.875 -3.849
H -0.084 -3.037 -5.076
H -1.833 -2.876 -4.883
H -1.543 -1.570 -2.770
H -0.371 -0.851 -3.871
H 0.394 -3.195 -1.890
H 0.741 -1.572 -1.476
C -2.213 3.006 -6.271
C -2.680 2.160 -5.154
C -3.252 2.730 -3.723
C -2.309 3.579 -3.033
N -1.485 4.227 -2.482
H -1.174 3.273 -6.081
H -2.862 3.855 -6.485
H -2.241 2.475 -7.223
H -1.928 1.413 -4.903
H -3.533 1.567 -5.485
H -3.586 1.883 -3.123
H -4.201 3.151 -4.055
C 2.770 -1.697 2.227
C 2.508 -1.977 3.664
C 2.538 -0.679 4.598
C 3.697 0.224 4.416
N 4.585 0.969 4.238
H 2.754 -2.566 1.570
H 3.781 -1.308 2.105
H 2.073 -0.949 1.847
H 2.966 -2.850 4.127
H 1.449 -2.234 3.689
H 2.455 -0.929 5.655
H 1.579 -0.223 4.351
C 4.662 1.627 0.850
C 4.845 0.732 -0.301
C 3.605 0.090 -0.962
C 2.584 1.006 -1.501
N 1.772 1.674 -1.858
H 5.168 1.310 1.761
H 3.645 1.598 1.241
H 5.081 2.595 0.578
H 5.515 -0.044 0.068
H 5.391 1.394 -0.973
H 3.136 -0.507 -0.180
H 3.764 -0.565 -1.819

**SMILES**: O=S1(=O)CCCC1.c1cc[nH]c1.CCCC#N.CCCC#N.CCCC#N.CCCC#N.CCCC#N
**Kohn-Sham gap**: 0.31344 hartree
**Multiplicity**: 1

Atomic partial charges in e from the Löwdin method, atoms 1 to 8: O -0.338; S 0.689; O -0.364; C -0.171; C -0.254; C -0.244; C -0.163; H 0.054

# 4
Below is C27H22Cl2I2N4O3Pd as an isolated structure, with properties calculated with the ωB97M-V functional and the def2-TZVPD basis.

Cartesian coordinates (Å):
Pd 1.325 -0.710 0.480
Cl -2.549 -5.738 4.004
C -1.663 -4.255 3.641
C -1.250 -3.458 4.673
C -0.585 -2.261 4.426
I -0.026 -1.060 6.040
C -0.322 -1.738 3.123
O 0.137 -0.612 2.897
C -0.683 -2.693 2.033
N -0.328 -2.357 0.768
C -0.683 -3.116 -0.239
C -1.422 -4.298 -0.073
C -1.760 -4.691 1.190
C -1.384 -3.900 2.298
H -1.451 -3.763 5.692
H -0.368 -2.783 -1.222
H -1.705 -4.884 -0.939
H -2.316 -5.604 1.359
Cl 5.637 -3.314 -0.711
C 4.650 -2.049 0.018
C 4.798 -0.718 -0.413
C 4.035 0.231 0.203
C 3.141 -0.132 1.262
N 3.011 -1.447 1.661
C 3.752 -2.370 0.993
H 5.468 -0.474 -1.227
H 4.098 1.272 -0.088
H 2.821 0.617 1.982
H 3.613 -3.404 1.291
C -3.768 6.140 -0.401
C -2.874 4.930 -0.507
C -2.563 4.168 0.612
C -1.732 3.053 0.535
C -1.407 2.227 1.751
C -1.197 2.703 -0.705
C -1.494 3.450 -1.843
C -0.919 3.037 -3.172
C -2.332 4.554 -1.732
C -0.306 1.482 -0.793
O 0.939 1.697 -0.728
O -0.866 0.378 -0.892
H -4.262 6.177 0.571
H -4.543 6.132 -1.172
H -3.202 7.068 -0.520
H -2.981 4.445 1.577
H -1.961 2.573 2.625
H -0.340 2.262 1.977
H -1.628 1.172 1.585
H -1.304 2.056 -3.465
H 0.167 2.948 -3.104
H -1.170 3.756 -3.954
H -2.571 5.131 -2.623
I 0.896 -2.247 -6.133
C 1.421 -1.673 -4.224
C 1.265 -0.420 -3.671
N 1.755 -0.501 -2.427
N 2.187 -1.727 -2.118
C 2.002 -2.456 -3.208
H 0.841 0.487 -4.065
H 1.671 0.200 -1.672
H 2.285 -3.496 -3.227

**Total charge**: -2
**Kohn-Sham gap**: 0.17422 hartree
**Multiplicity**: 1
**Relative energy (zero: lowest compared OMol25 entry of this formula, charge and spin)**: 111.8 kJ/mol

Atomic partial charges in e from the Löwdin method, atoms 1 to 8: Pd 0.601; Cl 0.576; C -0.638; C -0.231; C -0.665; I 0.777; C -0.490; O -0.101

# 5
Below is a 6-piece molecular cluster, C41H84F9NO3PS overall, with properties calculated with the ωB97M-V functional and the def2-TZVPD basis.

Cartesian coordinates (Å):
C 2.407 0.343 2.380
P 2.825 -1.474 2.007
C 4.249 -1.908 3.185
S 1.124 -2.761 2.290
C 0.392 -3.032 0.570
C -0.061 -1.598 -0.024
O -1.420 -1.670 -0.537
C -2.333 -1.511 0.602
C -3.641 -2.412 0.304
F -3.236 -3.359 -0.722
F -4.705 -1.648 -0.316
C -4.135 -3.302 1.547
F -5.346 -4.019 1.312
F -3.114 -4.324 1.732
C -4.240 -2.521 2.955
F -2.987 -2.674 3.649
F -5.243 -3.229 3.725
C -4.751 -1.002 2.859
F -5.973 -0.828 2.152
F -5.025 -0.588 4.226
C 1.655 -4.492 2.823
O 2.872 -4.798 2.691
N 0.648 -5.477 3.350
C 0.109 -6.279 2.202
O -0.901 -7.002 2.365
F 0.710 -6.205 0.897
H 1.476 0.390 3.068
H 3.259 0.896 2.944
H 2.231 0.870 1.367
H 4.995 -1.037 3.304
H 3.861 -2.148 4.243
H 4.847 -2.815 2.803
H 1.139 -3.571 -0.136
H -0.548 -3.689 0.747
H -0.055 -0.746 0.764
H 0.634 -1.340 -0.914
H -1.834 -1.806 1.596
H -2.651 -0.401 0.729
H -3.901 -0.303 2.508
H -0.135 -4.867 3.676
C -5.647 5.695 3.439
C -5.705 5.602 1.921
C -6.194 4.243 1.415
C -5.307 3.050 1.785
C -3.853 3.144 1.319
C -3.708 3.201 -0.196
H -4.931 4.984 3.860
H -5.333 6.697 3.743
H -6.628 5.500 3.881
H -4.723 5.837 1.499
H -6.391 6.373 1.552
H -6.302 4.292 0.326
H -7.200 4.059 1.808
H -5.757 2.143 1.363
H -5.318 2.911 2.872
H -3.314 2.262 1.686
H -3.361 4.012 1.769
H -4.159 2.323 -0.665
H -2.649 3.225 -0.472
H -4.177 4.095 -0.613
C 0.909 2.520 -0.763
C 1.064 1.725 -2.051
C 1.994 2.391 -3.067
C 1.534 3.759 -3.578
C 0.153 3.782 -4.235
C 0.066 2.919 -5.486
H 0.450 3.494 -0.940
H 0.269 1.974 -0.061
H 1.880 2.677 -0.283
H 0.080 1.546 -2.494
H 1.475 0.739 -1.803
H 2.130 1.712 -3.916
H 2.987 2.508 -2.616
H 2.275 4.125 -4.298
H 1.541 4.478 -2.751
H -0.082 4.816 -4.510
H -0.618 3.473 -3.520
H 0.802 3.236 -6.230
H -0.927 3.007 -5.935
H 0.235 1.862 -5.261
C -11.386 -3.262 0.171
C -11.279 -4.184 1.378
C -10.054 -3.900 2.251
C -8.700 -4.096 1.563
C -8.455 -5.491 0.984
C -8.448 -6.588 2.039
H -10.541 -3.388 -0.510
H -12.298 -3.483 -0.390
H -11.426 -2.215 0.483
H -11.278 -5.227 1.046
H -12.176 -4.058 1.993
H -10.104 -4.533 3.143
H -10.109 -2.866 2.613
H -7.909 -3.869 2.288
H -8.589 -3.359 0.760
H -7.483 -5.490 0.479
H -9.199 -5.724 0.215
H -7.684 -6.395 2.798
H -8.227 -7.554 1.576
H -9.416 -6.675 2.538
C 6.990 3.228 -8.402
C 6.202 1.998 -7.975
C 4.993 2.327 -7.096
C 5.320 2.992 -5.755
C 6.264 2.204 -4.846
C 5.701 0.857 -4.414
H 7.420 3.750 -7.544
H 7.813 2.938 -9.060
H 6.352 3.930 -8.948
H 6.866 1.294 -7.464
H 5.844 1.485 -8.875
H 4.427 1.406 -6.918
H 4.319 2.989 -7.653
H 4.378 3.169 -5.221
H 5.752 3.982 -5.936
H 6.459 2.802 -3.949
H 7.234 2.059 -5.333
H 4.749 0.982 -3.890
H 6.398 0.359 -3.734
H 5.542 0.194 -5.268
C 11.291 0.434 4.212
C 10.005 1.199 3.932
C 8.758 0.312 3.942
C 8.727 -0.788 2.877
C 8.854 -0.304 1.432
C 7.710 0.603 0.998
H 11.492 -0.314 3.442
H 12.140 1.122 4.234
H 11.241 -0.071 5.181
H 10.091 1.727 2.977
H 9.885 1.971 4.700
H 7.873 0.950 3.833
H 8.667 -0.160 4.928
H 7.788 -1.345 2.984
H 9.527 -1.509 3.076
H 8.870 -1.180 0.774
H 9.808 0.209 1.281
H 6.747 0.095 1.105
H 7.830 0.883 -0.052
H 7.682 1.525 1.585

**Total charge**: +1
**Kohn-Sham gap**: 0.26583 hartree
**Multiplicity**: 1

Atomic partial charges in e from the Löwdin method, atoms 1 to 8: C -0.306; P 0.729; C -0.313; S 0.857; C -0.300; C -0.230; O -0.138; C -0.077

# 6
Below is a single C21H25N5OS molecule, with properties calculated with the ωB97M-V functional and the def2-TZVPD basis.

Cartesian coordinates (Å):
C -2.212 1.766 -1.499
C -2.482 2.301 -0.097
N -1.878 1.474 0.917
C -0.757 1.676 1.676
C 0.123 2.880 1.659
N 0.317 3.429 0.336
C 1.048 2.759 -0.639
C 1.297 1.390 -0.593
C 1.929 0.761 -1.650
C 2.343 1.464 -2.771
C 3.040 0.780 -3.908
C 2.111 2.835 -2.804
C 1.474 3.473 -1.761
N -0.577 0.671 2.485
N -1.562 -0.220 2.279
C -2.331 0.255 1.332
S -3.748 -0.493 0.667
C -3.930 -1.931 1.768
C -2.995 -3.085 1.395
O -3.378 -4.027 0.732
N -1.768 -2.953 1.914
C -0.706 -3.905 1.665
C 0.537 -3.233 1.142
C 1.103 -3.625 -0.063
C 2.269 -3.032 -0.518
C 2.874 -2.031 0.223
C 2.302 -1.620 1.416
C 1.145 -2.221 1.876
H -2.682 2.417 -2.230
H -1.143 1.731 -1.694
H -2.625 0.766 -1.609
H -2.075 3.308 0.008
H -3.561 2.320 0.091
H -0.346 3.656 2.275
H 1.064 2.585 2.149
H 0.474 4.426 0.329
H 1.002 0.802 0.262
H 2.095 -0.305 -1.593
H 4.102 1.030 -3.907
H 2.625 1.099 -4.862
H 2.943 -0.300 -3.826
H 2.431 3.410 -3.662
H 1.296 4.539 -1.808
H -3.760 -1.585 2.787
H -4.962 -2.252 1.633
H -1.515 -2.061 2.343
H -0.468 -4.422 2.605
H -1.088 -4.640 0.951
H 0.633 -4.404 -0.646
H 2.706 -3.354 -1.453
H 3.788 -1.572 -0.126
H 2.763 -0.833 1.994
H 0.715 -1.898 2.813

**SMILES**: CCn1c(CNc2ccc(C)cc2)nnc1SCC(=O)NCc1ccccc1
**Kohn-Sham gap**: 0.31725 hartree
**Multiplicity**: 1
**Relative energy (zero: lowest compared OMol25 entry of this formula, charge and spin)**: 14.8 kJ/mol

Atomic partial charges in e from the Löwdin method, atoms 1 to 8: C -0.055; C -0.198; N -0.001; C -0.315; C -0.117; N 0.000; C -0.285; C -0.024

# 7
Below is C31H36ReSb2Se2 as an isolated structure, with properties calculated with the ωB97M-V functional and the def2-TZVPD basis.

Cartesian coordinates (Å):
Re 2.172 -1.264 0.720
C 5.590 -1.296 0.210
Se 4.117 -2.428 -0.341
C 4.433 -3.912 0.919
C 4.187 -3.539 2.363
Se 2.362 -2.823 2.648
C 2.706 -1.822 4.276
H 6.515 -1.841 0.013
H 5.515 -1.049 1.268
H 5.593 -0.388 -0.388
H 5.474 -4.221 0.784
H 3.793 -4.742 0.609
H 4.901 -2.797 2.718
H 4.284 -4.431 2.986
H 3.156 -2.513 4.991
H 1.768 -1.462 4.696
H 3.392 -0.996 4.098
C -0.428 1.146 2.847
C -1.543 0.109 2.762
C -1.214 -1.056 1.846
Sb -1.738 -0.533 -0.239
C -3.623 0.529 -0.036
C -3.608 1.911 0.123
C -4.806 2.575 0.349
C -5.997 1.862 0.391
C -5.991 0.482 0.258
C -4.800 -0.199 0.033
C -1.375 -2.298 -1.430
C -0.286 -3.103 -1.122
C 0.092 -4.087 -2.021
C -0.604 -4.250 -3.210
C -1.695 -3.447 -3.498
C -2.088 -2.460 -2.606
Sb 0.726 1.418 0.997
C 0.399 3.491 0.438
C -0.156 4.394 1.342
C -0.296 5.717 0.953
C 0.102 6.122 -0.315
C 0.662 5.211 -1.204
C 0.832 3.890 -0.827
C -0.337 0.541 -1.562
C -0.939 1.428 -2.453
C -0.366 1.660 -3.697
C 0.792 0.994 -4.068
C 1.410 0.120 -3.179
C 0.846 -0.103 -1.939
H 0.335 0.821 3.563
H -0.815 2.106 3.192
H -2.480 0.583 2.445
H -1.729 -0.272 3.772
H -1.846 -1.925 2.053
H -0.158 -1.362 1.947
H -2.678 2.467 0.062
H -4.801 3.645 0.496
H -6.932 2.392 0.517
H -6.914 -0.073 0.339
H -4.813 -1.274 -0.077
H 0.254 -2.995 -0.166
H 0.916 -4.740 -1.785
H -0.303 -5.016 -3.910
H -2.240 -3.581 -4.419
H -2.947 -1.839 -2.826
H -0.453 4.102 2.342
H -0.712 6.436 1.644
H 0.003 7.157 -0.606
H 0.967 5.528 -2.190
H 1.301 3.182 -1.502
H -1.876 1.907 -2.200
H -0.847 2.338 -4.387
H 1.202 1.136 -5.057
H 2.307 -0.404 -3.470
H 1.325 -0.855 -1.278

**Total charge**: +4
**Kohn-Sham gap (alpha / beta)**: 0.19531 / 0.20324 hartree
**Multiplicity**: 2

Atomic partial charges in e from the Löwdin method, atoms 1 to 8: Re 0.535; C -0.305; Se 0.949; C -0.460; C -0.452; Se 0.962; C -0.282; H 0.069